42
Properties=species:S:1:pos:R:3:forces:R:3:nbo_charge:R:1 method="wB97M-V/def2-TZVPD" orbital_gap_ha="0.23296 / 0.28368" max_force_ha_per_bohr=0.059 homo_ev="-6.4 / -7.8" multiplicity=2
Cu -0.10989 0.18975 -0.30313 0.02 -0.84 0.28 1.0900
F 0.54301 0.51035 4.79367 -0.01 -0.16 -0.07 -0.3327
F 0.73471 4.70995 2.72767 -0.03 -0.54 0.08 -0.3257
N -0.26709 -1.51015 0.88917 0.19 -0.95 2.88 -0.5238
C -0.43049 -1.09565 -1.74493 -0.15 -0.49 -1.26 -0.5529
C 0.65481 2.55685 3.72327 0.04 -0.08 0.37 -0.3849
C 0.25941 0.54835 2.35107 -0.01 -0.06 0.46 -0.1415
C 0.22991 1.40645 1.21847 0.13 -0.53 0.91 -0.4266
C 0.37611 2.80475 1.35237 0.02 -0.72 0.66 -0.3389
C -2.10329 0.79705 -2.26233 0.04 -0.03 0.03 -0.4576
C 0.59351 3.36705 2.60147 -0.18 -0.75 -0.37 0.4243
C 0.48781 1.17455 3.61957 -0.19 0.40 -1.31 0.4185
C -1.52749 -0.56215 -2.70723 0.34 -0.24 0.02 -0.4281
C 1.81541 -0.07945 -2.59473 -0.11 -0.06 -0.03 -0.3916
C 1.00351 1.18565 -2.93553 0.05 -0.19 0.06 -0.4575
C -1.10039 1.58535 -1.45643 0.66 1.28 -1.40 -0.2290
C 0.93261 -1.33075 -2.41873 -0.25 -0.03 -0.24 -0.4230
C 0.24961 1.70215 -1.73233 -1.40 0.76 -0.57 -0.1968
C 0.04661 -1.84215 3.27977 -0.07 -0.10 -0.57 -0.2482
C -0.46159 -3.71815 1.91617 -0.07 -0.03 -0.56 -0.2632
C -0.50089 -2.88715 0.80557 0.64 1.54 1.69 0.0524
C -0.18569 -3.19565 3.15197 0.07 0.35 0.17 -0.1425
C 0.01091 -0.97485 2.15727 -0.10 -0.54 0.11 0.2294
H -0.63629 -4.78235 1.81077 -0.04 0.09 -0.20 0.2208
H 2.56531 -0.26295 -3.37423 -0.09 0.06 0.13 0.2106
H -1.49849 2.23375 -0.67673 0.10 -0.21 0.00 0.2361
H -2.45549 1.38475 -3.12433 0.09 -0.06 0.18 0.2241
H 0.74991 -1.77715 -3.41123 0.16 0.03 0.04 0.1829
H -1.11359 -0.48145 -3.71933 -0.12 0.02 0.05 0.1880
H 1.69461 1.97695 -3.25143 -0.12 -0.08 0.08 0.2244
H 0.80951 2.38395 -1.09403 -0.02 -0.19 -0.19 0.2282
H 0.25201 -1.53395 4.27927 0.15 0.73 0.18 0.2403
H -2.98289 0.63585 -1.62813 0.10 0.02 -0.07 0.2127
H 1.49981 -2.07345 -1.84623 -0.02 0.04 -0.05 0.2042
H -0.14929 -3.84315 4.01897 0.02 0.09 0.05 0.2190
H 2.36601 0.11175 -1.66363 -0.01 0.00 -0.08 0.1960
H -2.34679 -1.28775 -2.77743 0.08 0.13 -0.01 0.2081
H 0.33341 0.99355 -3.77933 0.08 0.04 0.14 0.2114
H -0.70199 -3.46495 -0.07733 -0.04 0.97 -0.92 0.2160
H -0.76869 -2.05515 -1.33953 0.06 0.45 -0.31 0.1807
H 0.31191 3.49275 0.52737 0.00 0.05 -0.40 0.2076
H 0.81991 3.00705 4.69437 -0.01 -0.13 0.02 0.2387

---

44
Properties=species:S:1:pos:R:3:forces:R:3:nbo_charge:R:1 method="wB97M-V/def2-TZVPD" orbital_gap_ha=0.33818 max_force_ha_per_bohr=0.043 homo_ev=-9.4 smiles="C[Si](C)(CCC(F)(F)c1cccc2c1C(=O)NC2=O)c1ccccc1" multiplicity=1
Si -1.54018 1.16101 -1.25263 -1.03 -0.27 -0.14 1.6380
F -0.77371 -1.71715 1.09822 0.07 -0.08 0.03 -0.3446
F 1.04408 -2.70448 0.38488 0.16 0.08 -0.05 -0.3308
O -0.06687 -4.13137 2.65612 0.89 0.68 0.39 -0.5023
O 1.62634 -3.10959 6.45839 0.22 -0.38 -0.96 -0.5333
N 1.57889 -4.09999 4.30410 -1.50 0.25 1.63 -0.6449
C 0.64210 -0.46971 -0.26636 -0.54 0.22 -0.48 -0.4671
C 1.28550 -2.08718 3.15748 -0.24 -1.05 0.56 -0.0404
C -0.86058 1.54759 -2.97362 0.03 -0.03 0.53 -0.4741
C 1.23753 -1.15367 2.14752 -0.30 -0.43 -0.42 -0.0915
C 0.90633 1.72396 -4.60939 0.72 -0.09 -0.57 -0.2045
C 0.56248 -1.51287 0.83357 -0.19 0.73 0.00 0.6962
C 2.40994 -0.58477 4.65453 -0.01 -0.26 0.57 -0.1569
C 0.79633 -3.52937 3.24297 -0.14 -0.50 -0.77 0.6695
C -1.75273 1.93061 -3.96388 -0.87 0.13 0.03 -0.1453
C -2.64205 -0.37972 -1.48093 0.89 0.48 -0.28 -1.1043
C -0.18180 0.82489 0.01895 0.52 0.22 -0.40 -0.8903
C 1.69664 -3.05227 5.25368 0.97 1.21 -0.02 0.6774
C 1.85930 -1.81155 4.39415 -0.48 -0.67 -0.08 -0.1388
C -1.33582 2.20779 -5.24271 -0.04 0.17 -0.88 -0.2303
C 0.47743 1.44849 -3.33467 0.18 -0.21 1.05 -0.2081
C -2.70809 2.56491 -0.73142 -0.07 -0.08 -0.08 -1.1126
C 0.00014 2.09702 -5.57632 0.08 0.15 -0.35 -0.2070
C 2.38004 0.34165 3.63235 0.59 0.88 0.81 -0.1922
C 1.80995 0.07857 2.40932 -0.08 0.22 -0.66 -0.1773
H -3.59786 -0.07969 -1.92103 0.01 -0.10 0.29 0.2363
H 0.21758 -0.94207 -1.16372 0.27 -0.22 0.22 0.2347
H 0.34836 2.30392 -6.58388 -0.12 0.00 0.09 0.2133
H 1.10768 -4.85990 4.79616 0.15 -0.40 -0.63 0.4060
H 2.82260 1.30861 3.85752 -0.10 -0.02 -0.36 0.2231
H 1.18648 1.15018 -2.56316 0.09 0.05 -0.25 0.1986
H 1.67854 -0.21755 -0.51142 -0.07 -0.22 0.21 0.2249
H -2.56821 3.47075 -1.33271 0.15 -0.06 0.28 0.2429
H 2.84211 -0.38080 5.62863 -0.01 0.13 -0.15 0.2359
H -3.74144 2.24248 -0.91895 0.21 -0.02 0.03 0.2396
H -0.62010 0.83706 1.02282 0.07 -0.04 -0.15 0.2518
H 0.51248 1.67720 -0.05434 -0.24 -0.04 0.26 0.2324
H 1.80978 0.84618 1.64398 0.03 -0.07 0.11 0.2283
H -2.03989 2.50833 -6.01455 -0.03 -0.05 0.21 0.2124
H 1.95028 1.63574 -4.89757 -0.05 -0.02 0.25 0.2116
H -2.82078 2.02699 -3.77023 0.15 -0.05 0.21 0.1999
H -2.13856 -0.99785 -2.23666 -0.17 -0.22 0.34 0.2355
H -2.65525 2.80113 0.33753 0.11 0.09 -0.19 0.2401
H -2.74500 -0.91353 -0.53272 -0.24 -0.09 -0.26 0.2482

---

42
Properties=species:S:1:pos:R:3:forces:R:3:nbo_charge:R:1 method="wB97M-V/def2-TZVPD" orbital_gap_ha=0.19882 charge=+1 max_force_ha_per_bohr=0.036 homo_ev=-12.1 multiplicity=1
F 3.19958 -4.14495 0.41888 -1.73 0.42 0.27 -0.2967
F -5.01730 -0.60026 2.10266 1.60 0.81 -0.19 -0.2997
F -2.32472 3.27802 2.59302 -0.09 -1.76 -0.38 -0.2976
F -1.31614 -5.57993 0.72494 1.22 1.36 0.06 -0.2989
C -1.39453 -0.16188 1.60489 -0.87 0.74 0.06 -0.1462
C -2.44286 1.94045 2.29025 0.03 1.15 0.39 0.3908
C -3.71201 1.36326 2.36373 0.68 -0.15 -0.20 -0.2137
C 0.12092 -2.20392 1.06827 0.44 -1.01 -0.22 -0.1611
C -1.30700 1.22937 1.94559 0.24 -0.34 -0.25 -0.1611
C -3.78720 0.01554 2.02424 -0.94 -1.04 0.11 0.4083
C 0.95238 -4.90791 0.54589 0.02 0.81 0.07 -0.1990
C 0.53765 0.29756 -1.58598 0.16 0.50 -0.13 -0.4873
C 1.86863 -3.85541 0.61366 1.16 -0.42 -0.06 0.3882
C 1.50110 -2.54920 0.87981 -0.33 0.38 -0.15 -0.1554
C 2.54580 2.37845 -0.61548 -0.14 0.16 0.09 -0.5895
C 2.69117 2.10791 -3.07704 -0.26 0.08 -0.09 -0.5930
C -0.38107 -4.56838 0.76488 -1.18 -0.68 0.22 0.3968
C -0.18014 -0.82151 1.24537 -0.07 -0.14 0.56 0.1838
C 1.74142 2.47122 -1.92086 -0.01 -0.09 0.01 -0.2687
C -0.85319 2.29425 -2.08422 -0.14 0.18 -0.03 -0.6630
C 0.47114 1.61486 -1.85877 0.46 -0.73 0.26 0.0968
C -2.69415 -0.75316 1.64696 0.18 0.26 0.05 -0.1862
C -0.81814 -3.28228 1.05300 0.29 0.09 -0.17 -0.1713
H 3.05027 1.07482 -2.97248 -0.08 0.24 -0.05 0.2034
H 3.40946 3.05220 -0.66496 -0.15 -0.16 0.07 0.2257
H -0.36772 -0.30898 -1.54444 0.19 0.03 -0.11 0.1946
H 1.26155 -5.92705 0.34446 -0.04 0.10 0.01 0.2800
H 2.91724 1.35559 -0.46547 -0.05 0.21 -0.02 0.1937
H -4.58551 1.92900 2.67015 0.10 -0.06 -0.07 0.2814
H 3.55661 2.78405 -3.05159 -0.19 -0.22 -0.07 0.2191
H -2.84326 -1.79169 1.38191 -0.31 0.47 0.09 0.2339
H -1.35553 1.89864 -2.97956 0.16 0.17 0.23 0.2412
H 1.50670 -0.20636 -1.48679 -0.41 0.12 0.01 0.1990
H 1.40265 3.50877 -2.06111 0.24 -0.21 0.07 0.2079
H 2.19849 2.21441 -4.05075 0.13 -0.08 0.17 0.2195
H -0.71048 3.37512 -2.20653 -0.19 -0.28 -0.01 0.2256
H -1.53189 2.13375 -1.23357 0.12 0.03 -0.19 0.2150
H 2.26550 -1.77478 0.94131 -0.13 -0.23 -0.13 0.2524
H 0.68794 -0.15785 1.17882 -0.25 -0.19 0.03 0.2463
H -1.86703 -3.11486 1.25979 0.35 -0.42 -0.16 0.2336
H -0.33727 1.72790 1.94305 -0.29 -0.04 -0.06 0.2539
H 1.94094 2.66521 0.25406 0.11 -0.06 -0.10 0.1973